Version i
8
Properties=species:S:1:pos:R:3 method="wB97M-V/def2-TZVPD" smiles="NP=O.N=O" orbital_gap_ev=8.96 total_charge=0 homo_energy_ha=-0.344 multiplicity=1
N 2.00798 -0.04096 -0.79185
N -1.27680 0.51210 0.12205
O 0.42233 -1.07247 0.99606
O 1.09823 -0.25607 -1.52035
P -0.64287 -0.98323 -0.04972
H 1.63731 -0.06558 0.37033
H -0.94568 1.28577 0.80194
H -2.30051 0.62044 0.07154

=====

Version ii
8
Properties=species:S:1:pos:R:3 method="wB97M-V/def2-TZVPD" smiles="NP[N+](=O)[O-]" orbital_gap_ev=9.39 total_charge=0 homo_energy_ha=-0.383 multiplicity=1
N 0.71442 -0.17136 -0.33735
N -2.37259 -0.26473 0.03504
O -2.50830 -1.31802 0.65458
O -3.22328 0.18362 -0.68805
P -1.04726 0.89262 0.48055
H 0.34782 -1.09097 0.00930
H 1.25316 0.26216 0.42864
H -1.49870 1.66311 -0.49580

=====

Going by the computed energies, the most stable comes first: version i, version ii.

=====

Version i
38
Properties=species:S:1:pos:R:3 method="wB97M-V/def2-TZVPD" orbital_gap_ev=7.30 total_charge=0 homo_energy_ha=-0.301 multiplicity=1
C -1.30761 0.27775 4.64619
H -0.59259 0.73484 4.17886
O -0.97253 -1.25451 4.81379
C -0.85120 -1.80404 3.44531
C -2.31889 -2.37851 2.77431
H -2.95461 -1.49153 2.98139
H -2.41447 -3.03345 3.32885
S -2.03552 -2.76326 1.03962
C -2.23882 -1.13121 0.43581
N -2.76855 -0.06038 1.21408
N -2.55075 1.02940 0.57279
C -2.22701 0.90860 -0.77236
N -2.48458 2.03805 -1.64429
C -1.22939 2.37937 -2.37006
O -1.50625 3.16261 -3.33125
C 0.00498 1.76623 -2.30809
C 0.34770 1.39476 -1.06437
C 1.64873 0.65524 -0.96645
C 2.38522 0.01379 -2.01374
C 1.92806 0.62177 -3.29946
C 0.67675 1.19488 -3.52266
H 0.46400 1.66906 -4.39295
H 2.47423 0.25809 -4.18970
O 3.56970 -0.45318 -1.88370
C 4.26052 -1.34444 -3.10967
H 4.96785 -1.69578 -2.57533
H 3.39155 -1.63095 -3.74993
H 4.68407 -0.34550 -3.57033
N 2.12037 0.31494 0.34354
O 3.21595 0.00350 0.61123
O 1.28916 0.04117 1.24450
H -0.02199 1.52122 -0.23608
H -3.05046 2.70606 -1.44743
S -1.96353 -0.60285 -1.22569
H -0.13411 -2.56631 3.54142
H -0.18657 -1.15335 2.82472
H -2.28344 0.21658 3.95966
H -1.33597 0.80131 5.71750

=====

Version ii
38
Properties=species:S:1:pos:R:3 method="wB97M-V/def2-TZVPD" orbital_gap_ev=7.68 total_charge=0 homo_energy_ha=-0.307 multiplicity=1
C -7.39062 -2.69766 -1.40322
H -8.16522 -3.40222 -1.10844
O -7.23256 -1.80612 -0.32954
C -6.24591 -0.83018 -0.56933
C -6.08474 -0.01742 0.70525
H -5.65018 -0.62484 1.49629
H -7.04910 0.37679 1.02287
S -5.01822 1.43252 0.45698
C -3.46841 0.67601 0.37367
N -3.26637 -0.59652 0.46863
N -1.98689 -0.93620 0.38193
C -1.19998 0.07308 0.21905
N 0.15809 -0.04745 0.10510
C 0.96015 1.04558 -0.08926
O 0.48555 2.16094 -0.17129
C 2.41577 0.78820 -0.20408
C 3.03860 -0.38293 0.18210
C 4.41861 -0.54650 0.04770
C 5.22669 0.50851 -0.41232
C 4.56665 1.68262 -0.82528
C 3.20830 1.81896 -0.73158
H 2.72001 2.73009 -1.04106
H 5.18381 2.48325 -1.20009
O 6.55769 0.58773 -0.45016
C 7.40543 -0.32088 0.22358
H 8.37050 0.18027 0.28322
H 7.04112 -0.53207 1.23323
H 7.51202 -1.25984 -0.32723
N 4.89413 -1.87885 0.31848
O 4.39917 -2.47252 1.25250
O 5.71114 -2.34712 -0.44860
H 2.49578 -1.21816 0.60110
H 0.52026 -0.98880 0.14322
S -2.00211 1.62773 0.14910
H -6.55047 -0.17526 -1.40220
H -5.28847 -1.30467 -0.82884
H -7.70127 -2.17199 -2.31495
H -6.45977 -3.23986 -1.60924

=====

Going by the computed energies, the most stable comes first: version ii, version i.

=====

Version i
7
Properties=species:S:1:pos:R:3 method="wB97M-V/def2-TZVPD" orbital_gap_ev="8.18 / 8.18" total_charge=0 homo_energy_ha="-0.304 / -0.304" multiplicity=1
C 1.15030 0.26070 0.06856
C -0.88138 0.34203 -0.33484
N -1.05928 -0.83829 -0.07669
N -0.46217 -1.81221 0.08223
O 1.28924 -0.87769 0.32062
Cl -1.66974 1.73138 0.16106
H 1.63302 1.19408 -0.22095

=====

Version ii
7
Properties=species:S:1:pos:R:3 method="wB97M-V/def2-TZVPD" smiles=Clc1conn1 orbital_gap_ev=10.89 total_charge=0 homo_energy_ha=-0.383 multiplicity=1
C -0.23043 -0.52051 0.39548
C 0.75885 -0.14123 -0.38371
H 1.73359 -0.38528 -0.55608
N -0.76347 1.49520 -0.14064
N -1.21127 0.55329 0.47669
O 0.46619 1.11517 -0.83515
Cl -0.75346 -2.11664 1.04340

=====

Going by the computed energies, the most stable comes first: version ii, version i.

=====

Version i
52
Properties=species:S:1:pos:R:3 method="wB97M-V/def2-TZVPD" smiles=C[C@@H](N)CNCO.O.O.O.O.O.O.O.O.O.O.O orbital_gap_ev=9.19 total_charge=0 homo_energy_ha=-0.343 multiplicity=1
C -0.30948 -2.88123 1.31341
N -1.77346 -2.71530 1.28919
C -2.38410 -1.67274 0.45129
O -2.23038 -0.32265 0.87530
C 0.33422 -1.55154 1.68689
C 1.51620 -1.75104 2.62301
N 0.82935 -0.71239 0.52905
H -0.08357 -3.58118 2.12648
H 0.01551 -3.21878 0.31900
H -2.17591 -2.65533 2.21740
H -2.05971 -1.76519 -0.56721
H -3.46438 -1.91556 0.54589
H -2.98679 -0.07613 1.41808
H -0.31402 -0.85200 2.19083
H 1.70728 -2.78599 2.91311
H 2.50786 -1.39213 2.34662
H 1.45558 -1.10043 3.49257
H 1.15599 -1.31604 -0.23303
H 0.10827 -0.09630 0.17946
H 2.65904 2.28496 -1.68509
H 3.20001 3.15355 -0.71602
O 2.67335 3.26492 -1.52318
H 2.56300 0.32029 0.60248
H 2.26319 1.74656 0.94794
O 2.91033 1.22791 0.45200
H -1.04880 0.22726 3.14147
H -1.28991 1.78448 2.79672
O -1.12053 1.10804 3.48962
H -0.61038 1.60406 -2.04206
H -1.54004 2.77488 -1.93181
O -1.25442 1.99489 -1.44050
H -0.60918 -0.17450 -3.30068
H -1.34270 -1.11304 -2.44858
O -1.41316 -0.18479 -2.75825
H -0.96887 1.21223 0.63520
H -1.18562 2.73930 0.57308
O -0.92517 2.02551 1.15959
H -3.06268 0.74173 -2.46999
H -3.35628 1.23887 -0.98189
O -3.71284 1.10278 -1.85587
H 3.85700 -0.54670 -2.14161
H 3.93803 0.59720 -1.28053
O 3.89794 0.41585 -2.24086
H 1.26201 2.26807 2.20193
H 1.06153 2.47820 3.69042
O 1.66892 2.09142 3.05383
H 2.12819 0.20651 -2.78889
H 1.78723 -0.52664 -4.07800
O 1.52244 -0.47487 -3.14813
H -0.50727 -3.22493 -3.01082
H -1.31408 -3.48553 -1.66062
O -1.04595 -2.83802 -2.31709

=====

Version ii
52
Properties=species:S:1:pos:R:3 method="wB97M-V/def2-TZVPD" smiles=C[C@H](CN)NCO.O.O.O.O.O.O.O.O.O.O.O orbital_gap_ev=9.37 total_charge=0 homo_energy_ha=-0.340 multiplicity=1
C 0.97758 0.13193 0.68305
N 0.12679 0.88434 1.59783
C 0.18039 -0.59165 -0.41863
C -0.51304 0.35900 -1.38214
N 1.14811 -1.44717 -1.19085
C 1.10573 -2.83774 -1.09995
O -0.21526 -3.40209 -1.40338
H 1.60328 -0.65423 1.13485
H 1.73227 0.74063 0.15799
H 0.69130 1.29905 2.33009
H -0.43208 0.18015 2.07919
H -0.58407 -1.20844 0.05518
H 0.01610 1.26678 -1.66108
H -0.70420 -0.21032 -2.29416
H -1.50073 0.55209 -0.98056
H 1.30527 -0.89586 -2.01480
H 1.29525 -3.14225 -0.05902
H 1.83636 -3.38187 -1.69757
H -0.58161 -2.79229 -2.05588
H 2.90530 1.47674 -3.03495
H 4.08047 0.46694 -2.63427
O 3.13871 0.57433 -2.76522
H -3.27037 1.86155 0.76105
H -3.33949 0.42088 1.46480
O -2.98557 0.95269 0.74452
H 1.53643 -2.44786 2.67789
H 0.65396 -2.37985 3.88677
O 1.47156 -2.74225 3.59030
H -1.64937 -4.16217 1.25767
H -1.34606 -3.34385 -0.05272
O -2.01147 -3.53364 0.64552
H 3.36367 -1.13196 0.23172
H 4.87670 -1.04462 0.36997
O 4.12157 -1.55919 0.66013
H 0.45794 2.36907 -3.85685
H 1.34703 2.84269 -2.66793
O 1.34366 2.41275 -3.54372
H -0.18631 3.18540 -0.54043
H 0.95692 4.26624 -0.81171
O 0.44850 3.57046 -1.23244
H -1.50835 4.49242 -1.72511
H -1.79002 3.28356 -2.40174
O -2.29708 4.02773 -2.05020
H -1.05583 2.43236 1.05349
H -2.21216 3.35896 0.36427
O -1.28397 3.23867 0.55127
H -1.18948 -0.31896 4.36324
H -1.69602 -1.08686 3.31341
O -0.79743 -0.83310 3.63717
H -3.92552 -1.96497 2.18305
H -2.57182 -2.00823 1.54255
O -3.07353 -1.52601 2.23839

=====

Going by the computed energies, the most stable comes first: version ii, version i.